(1)
96
Properties=species:S:1:pos:R:3 method="wB97M-V/def2-TZVPD" total_charge=-1 e_lumo_ev=2.216 homo_lumo_gap_ev=7.950
I 1.092 2.089 1.616
O -2.946 1.871 6.248
O -3.259 -6.407 -4.074
O -3.129 1.780 8.497
O 0.418 0.538 -1.506
O 2.056 0.638 7.470
O -3.862 0.213 -4.593
O -1.481 -5.316 -4.942
O 2.686 0.012 5.505
O -4.418 -1.866 -5.277
O 2.437 -1.664 0.525
O -1.141 -7.164 -3.882
O 4.186 -2.775 -0.254
O 1.255 -1.309 6.649
O 3.440 1.744 -0.108
O -4.777 2.555 7.163
O 1.659 2.487 -1.256
O -2.455 -1.552 -4.437
C -1.652 -8.277 -3.150
C -2.078 -6.296 -4.284
C 2.654 -0.933 4.425
C 1.332 -0.919 -0.015
C 1.935 -0.320 6.544
C 2.556 -0.140 -2.157
C 0.593 1.782 -4.724
C -1.630 1.319 6.363
C -3.569 2.041 7.406
C 2.113 1.601 -0.377
C -1.012 2.738 -1.604
C -1.452 -0.683 -3.855
C 0.598 2.054 -3.539
C 3.869 -0.252 -2.169
C -2.368 -4.291 -5.429
C 6.381 2.463 -0.901
C -0.816 4.255 -1.427
C 2.078 -3.601 -0.944
C -5.693 -1.350 -5.656
C -3.592 -0.947 -4.746
C 3.982 3.033 -0.349
C 5.424 3.025 0.150
C -0.769 5.017 -2.760
C 2.993 -2.652 -0.213
C -5.559 2.791 8.333
C 1.296 0.405 8.655
C -1.876 2.167 -0.468
C 1.696 0.212 -0.963
B 0.399 1.965 -1.917
H -0.587 -1.308 -3.656
H 0.232 0.356 8.432
H -2.931 2.368 -0.694
H -1.667 0.331 6.818
H 5.478 2.428 1.060
H -1.658 4.666 -0.860
H -5.741 1.861 8.869
H -6.501 3.204 7.985
H -2.152 -7.944 -2.242
H -1.688 2.655 0.487
H -3.082 -4.720 -6.131
H 2.433 -4.620 -0.832
H 3.415 3.800 0.184
H -0.792 -8.887 -2.893
H 0.428 1.638 -5.762
H 1.614 -0.516 9.142
H 6.170 1.403 -1.043
H 4.401 -0.332 -3.108
H 0.612 -1.545 -0.537
H 0.115 4.465 -0.897
H -1.746 -3.565 -5.938
H 7.425 2.581 -0.613
H -1.786 1.085 -0.370
H -5.585 -0.577 -6.415
H 3.299 -0.540 3.645
H 6.221 2.942 -1.868
H 5.700 4.058 0.368
H -1.177 0.107 -4.542
H 2.139 -3.344 -2.004
H -2.344 -8.855 -3.761
H -2.889 -3.821 -4.607
H 4.446 -0.245 -1.257
H 1.644 -1.031 4.033
H -0.988 1.982 6.941
H 2.011 -0.334 -3.069
H -5.065 3.505 8.989
H -1.610 2.622 -2.514
H 0.212 4.905 -3.227
H -6.248 -2.190 -6.063
H 0.815 -0.496 0.841
H 1.034 -3.496 -0.666
H 3.028 -1.900 4.757
H -6.217 -0.946 -4.792
H -1.486 4.606 -3.472
H -1.808 -0.258 -2.921
H -0.937 6.087 -2.623
H 1.478 1.243 9.321
H 3.979 3.256 -1.416
H -1.238 1.234 5.354

(2)
86
Properties=species:S:1:pos:R:3 method="wB97M-V/def2-TZVPD" total_charge=+2 e_lumo_ev="-6.996 / -9.442" spin_multiplicity=2 homo_lumo_gap_ev="5.401 / 2.954" s2=0.763
Pb 17.045 -23.447 8.741
N 19.699 -15.972 10.643
N 14.804 -19.223 9.196
N 11.664 -23.685 10.000
N 17.409 -21.562 6.834
N 18.571 -24.036 11.033
N 15.318 -25.057 10.097
N 16.645 -22.455 13.252
C 15.375 -27.486 12.879
C 17.523 -20.460 6.537
C 17.698 -19.102 6.093
C 13.502 -26.126 11.621
C 16.979 -16.962 13.170
C 14.051 -27.471 12.133
C 13.892 -18.425 9.877
C 19.073 -18.555 6.443
C 11.588 -20.552 11.625
C 21.055 -23.250 11.534
C 19.670 -23.701 11.238
C 18.879 -16.816 10.738
C 14.477 -25.523 10.777
C 19.513 -18.518 7.931
C 16.472 -23.751 13.802
C 17.781 -17.830 10.885
C 20.466 -20.945 10.660
C 15.945 -23.625 15.043
C 13.172 -22.480 11.669
C 12.977 -17.954 9.014
C 12.346 -21.503 12.550
C 17.398 -18.172 12.323
C 16.171 -21.589 14.212
C 21.184 -21.747 11.723
C 13.290 -18.462 7.777
C 15.822 -22.291 15.385
C 14.374 -19.311 7.900
C 12.378 -23.150 10.730
B 16.454 -21.480 10.398
H 16.573 -24.630 13.182
H 20.594 -18.548 8.068
H 17.387 -21.696 10.896
H 12.727 -18.293 6.872
H 20.749 -21.512 12.694
H 14.007 -18.282 10.941
H 13.840 -21.834 11.097
H 17.483 -19.094 5.025
H 16.206 -26.990 12.378
H 17.738 -16.180 13.211
H 12.180 -20.186 10.787
H 15.918 -20.728 10.955
H 14.888 -19.964 7.210
H 15.511 -24.372 15.690
H 21.400 -23.797 12.411
H 16.537 -18.840 12.293
H 16.638 -17.235 14.168
H 18.247 -18.676 12.785
H 13.240 -27.846 12.757
H 15.751 -28.494 13.052
H 16.088 -16.457 12.795
H 21.779 -23.541 10.773
H 13.312 -25.456 12.459
H 16.946 -18.484 6.585
H 19.081 -17.547 6.026
H 14.127 -28.215 11.340
H 18.121 -18.703 10.328
H 16.886 -17.366 10.471
H 19.428 -21.248 10.521
H 19.226 -17.541 8.320
H 21.002 -21.066 9.718
H 11.683 -22.091 13.183
H 15.197 -27.101 13.883
H 22.232 -21.461 11.807
H 15.993 -20.551 13.972
H 20.400 -19.889 10.920
H 10.693 -21.002 11.196
H 12.551 -26.211 11.095
H 15.546 -19.767 9.613
H 16.866 -22.231 12.292
H 12.212 -17.246 9.296
H 13.013 -20.936 13.199
H 11.292 -19.660 12.178
H 13.800 -23.130 12.277
H 15.846 -22.369 10.345
H 15.315 -21.891 16.251
H 19.805 -19.054 5.807
H 16.678 -21.100 9.414
H 19.173 -19.357 8.539